# 1
The following is a DFT calculation (ωB97M-V with the def2-TZVPD basis set) of a structure of composition C23H23Br4KN7O3S.

Each line ends with the Mulliken charge.
Geometry (Å):
1 K 0.44160 -0.21935 -0.28217  1.590
2 C 2.55583 4.04872 -0.74503  -2.160
3 C 2.30610 2.58026 -0.53474  0.962
4 N 1.90092 2.07009 0.55886  0.063
5 N 1.67567 2.92714 1.60272  -0.335
6 C 1.28392 2.46496 2.82295  0.111
7 N 0.96413 3.50850 3.66970  -0.415
8 S 1.19101 0.88591 3.29454  -0.287
9 C 2.48964 1.64690 -1.69122  0.826
10 C 2.08696 2.04665 -2.95643  -0.884
11 C 2.13653 1.12837 -3.99161  -0.449
12 C 2.58955 -0.14947 -3.72467  -0.490
13 C 3.00182 -0.44844 -2.43231  -0.197
14 N 2.96828 0.42935 -1.42930  -0.397
15 H 3.14546 4.45724 0.08074  0.572
16 H 1.61746 4.61071 -0.81044  0.388
17 H 3.10710 4.21063 -1.66725  0.455
18 H 1.60706 3.91585 1.42110  0.308
19 H 1.40007 4.40382 3.50566  0.188
20 H 0.94286 3.22212 4.63465  0.268
21 H 1.65944 3.02846 -3.11777  0.297
22 H 1.76307 1.39260 -4.97241  0.348
23 H 2.59660 -0.91533 -4.48966  0.406
24 H 3.38875 -1.43240 -2.18892  0.452
25 O 2.10181 -2.00636 0.29478  -0.471
26 C 1.81536 -3.25257 0.87535  -0.661
27 C 0.33766 -3.49403 1.13443  0.765
28 C -0.16184 -4.79111 1.18412  -0.970
29 C -1.50347 -4.98626 1.45403  -0.285
30 C -2.31432 -3.88019 1.66156  -0.826
31 C -1.73229 -2.62700 1.58449  -0.118
32 N -0.43719 -2.42866 1.33400  0.049
33 H 1.63969 -1.97733 -0.57158  0.038
34 H 2.33348 -3.27983 1.83845  0.296
35 H 2.20577 -4.07903 0.27283  0.334
36 H 0.49377 -5.62970 0.98091  0.383
37 H -1.91893 -5.98689 1.47866  0.392
38 H -3.37468 -3.98463 1.84957  0.404
39 H -2.33209 -1.72727 1.70004  0.350
40 Br -2.52619 -3.22555 -5.98759  -0.236
41 C -1.82474 -1.93323 -4.78765  0.222
42 C -2.10289 -0.59099 -4.94408  0.066
43 Br -3.19399 0.01451 -6.37460  -0.232
44 C -1.56107 0.33197 -4.02767  0.142
45 Br -1.86973 2.20362 -4.22017  -0.224
46 C -0.74096 -0.01517 -2.92881  0.003
47 O -0.27272 0.84773 -2.10859  -0.807
48 C -0.43069 -1.45458 -2.77884  -0.461
49 O 0.32324 -1.87132 -1.81034  -0.464
50 C -0.99456 -2.33370 -3.71854  -0.035
51 Br -0.56237 -4.17055 -3.45563  -0.230
52 C -2.56726 2.74169 4.36541  -0.945
53 N -2.87909 1.54286 3.60030  -0.013
54 C -3.25762 0.35877 4.35878  -0.835
55 C -2.26964 1.36511 2.42244  0.433
56 N -1.69955 1.19193 1.43125  -0.533
57 H -3.46398 3.09526 4.87644  0.319
58 H -2.20857 3.51808 3.69592  0.351
59 H -1.79016 2.53985 5.11040  0.279
60 H -4.17378 0.56009 4.91421  0.301
61 H -2.46991 0.06989 5.06100  0.302
62 H -3.43632 -0.46867 3.67774  0.301

Results
- DFT total energy (eV) = -348128.659
- orbital gap (eV) = 4.76
- charge = -1
- molar mass (g/mol) = 836.3
- energy above the lowest of the compared OMol25 structures with the same formula, charge and spin (kJ/mol) = 257.9
- HOMO energy (eV) = -2.951
- F_max (eV/A) = 3.815

---

# 2
The following is a DFT calculation (ωB97M-V with the def2-TZVPD basis set) of a structure of composition C23H23Cl5O3OsSSi2.

Each line ends with the Mulliken charge.
Geometry (Å):
1 Os 0.98867 1.29269 -0.16199  0.766
2 C 0.35030 1.39841 3.44985  -1.256
3 Si 0.32393 0.28461 1.91534  0.987
4 C 1.25420 -1.32894 2.30666  -1.365
5 C -1.44942 -0.41741 1.87789  0.242
6 C -1.97852 -1.21737 2.89256  -0.615
7 C -3.23718 -1.78498 2.76345  -0.759
8 C -3.99020 -1.56948 1.61403  -0.612
9 C -3.48847 -0.76336 0.60376  -0.705
10 C -2.22595 -0.18757 0.73583  0.641
11 Si -1.48740 1.06030 -0.43157  0.705
12 C -1.64734 0.51243 -2.23025  -1.084
13 C -2.49586 2.63095 -0.17802  -1.482
14 H -0.00319 0.87822 4.34191  0.402
15 H -0.31470 2.25082 3.28320  0.297
16 H 1.34545 1.78408 3.66806  0.379
17 H 0.78019 -1.79417 3.17372  0.385
18 H 2.31126 -1.21306 2.52022  0.361
19 H 1.15673 -2.03954 1.48278  0.288
20 H -1.40374 -1.40380 3.79323  0.315
21 H -3.63669 -2.40323 3.55797  0.395
22 H -4.96732 -2.02514 1.51364  0.413
23 H -4.08369 -0.58366 -0.28551  0.417
24 H -2.70933 0.51978 -2.49833  0.493
25 H -1.28560 -0.50648 -2.37009  0.185
26 H -1.11955 1.17375 -2.91447  0.320
27 H -3.54248 2.31794 -0.12967  0.410
28 H -2.39838 3.34833 -0.99418  0.369
29 H -2.25604 3.12162 0.76436  0.402
30 Cl 3.74829 0.85512 2.25807  -0.180
31 C 3.11178 2.40912 1.90924  1.106
32 C 1.96291 2.54844 1.12431  -1.632
33 C 1.62362 3.84445 0.82739  1.411
34 Cl 0.26424 3.87177 -0.24882  -0.216
35 C 2.25487 4.98645 1.27120  -0.452
36 Cl 1.68199 6.53736 0.81018  -0.196
37 C 3.37044 4.82389 2.08864  0.587
38 Cl 4.20516 6.20023 2.68265  -0.183
39 C 3.80208 3.53100 2.38969  -0.092
40 Cl 5.20749 3.32850 3.36047  -0.180
41 C -1.10619 -4.88843 -3.71943  -1.482
42 C -0.22865 -3.73992 -3.30741  0.910
43 C -0.16995 -3.32776 -1.97875  -0.604
44 C 0.60884 -2.24578 -1.60331  -0.250
45 C 1.34107 -1.57426 -2.57012  0.354
46 C 1.31100 -1.97118 -3.89824  -0.943
47 C 0.52563 -3.05301 -4.25696  -0.706
48 S 2.23493 -0.11131 -2.15641  1.386
49 O 2.33506 -0.16010 -0.61906  -0.862
50 O 3.49305 -0.09981 -2.81713  -0.662
51 O 1.33815 1.03421 -2.40198  -0.789
52 H -1.26720 -5.57868 -2.89277  0.370
53 H -0.66866 -5.43806 -4.55189  0.401
54 H -2.08262 -4.52148 -4.04169  0.285
55 H -0.73942 -3.85630 -1.22430  0.406
56 H 0.64998 -1.92399 -0.57234  0.054
57 H 1.90195 -1.44265 -4.63458  0.463
58 H 0.50050 -3.37357 -5.29103  0.401

Results
- DFT total energy (eV) = -122037.623
- orbital gap (eV) = 7.60
- charge = 0
- molar mass (g/mol) = 803.2
- energy above the lowest of the compared OMol25 structures with the same formula, charge and spin (kJ/mol) = 30.9
- HOMO energy (eV) = -8.533
- F_max (eV/A) = 1.495

---

# 3
The following is a DFT calculation (ωB97M-V with the def2-TZVPD basis set) of a structure of composition C23H23ClN3O5PbSe2.

Each line ends with the Mulliken charge.
Geometry (Å):
1 Pb 0.45011 -1.68811 -0.17677  1.587
2 O 2.97621 -1.92815 0.53304  -0.476
3 C 3.05935 -2.21835 1.92057  -0.583
4 C 2.28908 -1.13152 2.65654  -0.775
5 N 0.81952 -1.14612 2.50685  0.553
6 C 0.18174 -2.31016 3.12259  -0.773
7 C -0.24184 -3.46578 2.20486  0.487
8 O -1.00230 -4.32990 2.67473  -0.673
9 O 0.24321 -3.52321 0.97083  -0.647
10 C 0.23268 0.10632 3.03331  -0.871
11 C 0.35221 1.41442 2.16401  0.362
12 O -0.08208 2.43884 2.60414  -0.523
13 O 0.98178 1.21984 1.01038  0.022
14 H 3.50173 -2.55818 -0.00884  0.290
15 H 4.08600 -2.18821 2.32037  0.440
16 H 2.62038 -3.22480 2.10540  0.307
17 H 2.62644 -0.11269 2.38159  0.326
18 H 2.53122 -1.25762 3.71229  0.486
19 H -0.72660 -2.06740 3.69093  0.442
20 H 0.77037 -2.83368 3.85591  0.344
21 H 0.57702 0.32584 4.04764  0.322
22 H -0.84603 -0.06740 3.12369  0.437
23 Se -2.10832 -2.29553 -3.60569  0.040
24 Se -2.28567 -3.62896 -1.41840  -0.014
25 C -3.19618 -2.21748 -0.53237  0.110
26 C -4.48876 -2.49104 -0.06407  -0.644
27 C -5.27183 -1.41442 0.37835  -0.361
28 C -4.72125 -0.14889 0.37342  -0.691
29 C -3.40355 -0.00396 -0.04320  -0.158
30 N -2.56589 -1.03079 -0.37365  0.203
31 C -0.31036 -1.92222 -4.04422  0.285
32 C -0.09538 -2.09368 -5.41203  -0.794
33 C 1.18815 -1.79977 -5.86612  -0.237
34 C 2.16040 -1.35497 -5.01200  -0.769
35 C 1.84354 -1.28356 -3.66186  -0.152
36 N 0.61112 -1.51608 -3.15642  0.038
37 H -4.93973 -3.46556 -0.24751  0.378
38 H -6.28139 -1.59777 0.67217  0.441
39 H -5.23130 0.74210 0.71819  0.438
40 H -2.91622 0.96951 0.06409  0.307
41 H -0.94978 -2.31590 -6.04310  0.381
42 H 1.36173 -1.92124 -6.94162  0.365
43 H 3.12631 -1.01903 -5.39027  0.400
44 H 2.64281 -1.07737 -2.97620  0.438
45 Cl 3.44120 3.41988 0.10104  -0.207
46 C 1.93541 4.24051 0.36649  0.500
47 C 1.99437 5.62589 0.56681  -0.469
48 C 0.84325 6.39314 0.55572  -0.573
49 C -0.35946 5.82375 0.22064  -0.626
50 C -0.45058 4.48107 -0.00770  -0.489
51 C 0.68434 3.63486 0.12167  0.555
52 C 0.53194 2.10941 -0.06970  -0.841
53 H 2.96889 6.03028 0.78741  0.409
54 H 0.90367 7.47065 0.75276  0.359
55 H -1.24665 6.43357 0.14949  0.407
56 H -1.46422 4.13389 -0.18958  0.290
57 H 1.15565 1.81736 -0.93709  0.369
58 H -0.50648 1.81838 -0.28952  0.230

Results
- DFT total energy (eV) = -187388.648
- orbital gap (eV) = 7.47
- charge = +1
- molar mass (g/mol) = 822.0
- energy above the lowest of the compared OMol25 structures with the same formula, charge and spin (kJ/mol) = 0.0
- HOMO energy (eV) = -11.311
- F_max (eV/A) = 2.806

---

# 4
The following is a DFT calculation (ωB97M-V with the def2-TZVPD basis set) of a structure of composition C23H23CuN7P.

Each line ends with the Mulliken charge.
Geometry (Å):
1 Cu 0.79113 0.08736 -0.29547  -0.804
2 C -4.08457 -2.19505 1.02775  -0.836
3 N -2.70511 -2.09970 0.58269  0.299
4 C -2.02943 -3.05581 -0.12334  -0.311
5 C -0.77549 -2.55681 -0.34465  -0.777
6 N -0.68008 -1.31565 0.21159  0.269
7 C -1.84843 -1.05301 0.76429  -0.227
8 P -2.30532 0.41494 1.73406  -0.364
9 C -1.69315 1.73191 0.64271  0.061
10 N -0.62854 1.66938 -0.13111  0.261
11 C -0.49997 2.89560 -0.71195  -0.681
12 C -1.50130 3.71422 -0.27240  -0.490
13 N -2.25720 2.96665 0.58758  0.226
14 C -3.37721 3.44395 1.37786  -0.856
15 C -0.89793 0.50042 2.89692  0.152
16 N -0.31764 1.64008 3.19188  -0.477
17 C 0.59921 1.33953 4.16598  -0.824
18 C 0.55872 0.00879 4.45510  -0.024
19 N -0.41659 -0.52640 3.64942  0.246
20 C -0.77409 -1.92622 3.54140  -0.689
21 H -4.48105 -3.15494 0.70793  0.322
22 H -4.14972 -2.13005 2.11306  0.316
23 H -4.68487 -1.39907 0.59149  0.321
24 H -2.49166 -3.98773 -0.39990  0.457
25 H 0.05218 -3.00009 -0.87186  0.511
26 H 0.30714 3.11109 -1.39125  0.495
27 H -1.73204 4.74491 -0.47824  0.404
28 H -3.59250 4.46817 1.08541  0.317
29 H -4.25951 2.83151 1.20052  0.324
30 H -3.12839 3.42392 2.43806  0.327
31 H 1.24022 2.09358 4.59059  0.417
32 H 1.13124 -0.60412 5.12986  0.392
33 H -0.32192 -2.46822 4.36834  0.334
34 H -1.85719 -2.04521 3.61270  0.249
35 H -0.42067 -2.35028 2.60197  0.223
36 C -0.13516 -0.65992 -4.72904  -0.859
37 C 1.16321 -0.76311 -5.21245  -0.479
38 C 2.22621 -0.60451 -4.34703  -0.838
39 C 1.99453 -0.33937 -2.98998  1.457
40 N 0.73327 -0.25027 -2.54177  -0.001
41 C -0.28625 -0.40289 -3.37955  -0.199
42 C 3.08097 -0.14934 -1.98526  0.998
43 C 4.41846 -0.18013 -2.39720  -0.950
44 C 5.44127 -0.00565 -1.48337  -0.682
45 C 5.12172 0.20262 -0.14592  -0.639
46 C 3.79325 0.23394 0.25256  0.350
47 C 2.71911 0.06096 -0.63600  -0.586
48 H -0.99660 -0.77443 -5.37244  0.399
49 H 1.34481 -0.96704 -6.26060  0.408
50 H 3.23407 -0.68903 -4.72392  0.321
51 H -1.27532 -0.31232 -2.93783  0.352
52 H 4.68450 -0.33472 -3.43615  0.244
53 H 6.47371 -0.02870 -1.80959  0.378
54 H 5.91364 0.34280 0.58241  0.379
55 H 3.58230 0.40345 1.30411  0.387

Results
- DFT total energy (eV) = -88583.302
- orbital gap (eV) = 6.44
- charge = 0
- molar mass (g/mol) = 492.0
- HOMO energy (eV) = -6.089
- F_max (eV/A) = 0.205

---

# 5
The following is a DFT calculation (ωB97M-V with the def2-TZVPD basis set) of the molecule C23H23FN4O2.

Each line ends with the Mulliken charge.
Geometry (Å):
1 C -8.04999 -1.89896 -0.68074  -1.402
2 C -6.77202 -1.12996 -0.55435  0.977
3 C -5.79799 -1.52916 0.35537  -0.811
4 C -4.60164 -0.84799 0.46708  -0.525
5 C -4.35313 0.26354 -0.33514  0.462
6 C -3.10195 1.06605 -0.26973  0.640
7 O -3.06638 2.24064 -0.58361  -0.685
8 N -2.01284 0.36721 0.16598  -0.038
9 C -0.69676 0.78523 0.30156  0.104
10 C -0.25830 2.00895 -0.03970  -0.659
11 C 1.12507 2.47446 -0.08379  -0.470
12 C 1.48036 3.72072 0.43442  -0.310
13 C 2.78045 4.18440 0.35475  -0.755
14 C 3.75929 3.42542 -0.26653  -0.506
15 C 3.43341 2.19871 -0.82147  -0.639
16 C 2.13194 1.74925 -0.72556  1.240
17 F 1.81990 0.55787 -1.28843  -0.411
18 C 0.09945 -0.32680 0.92711  0.503
19 O -0.31410 -1.47502 0.89066  -0.753
20 N 1.19977 0.03766 1.61042  -0.009
21 C 2.05580 -0.90688 2.28796  -1.106
22 C 3.38003 -1.11440 1.54988  -0.218
23 C 3.20005 -1.97893 0.29601  -0.799
24 N 4.38597 -1.96380 -0.51465  0.298
25 C 5.59643 -2.51333 -0.19499  -0.220
26 C 6.44301 -2.18181 -1.21255  -0.539
27 N 5.78322 -1.44271 -2.14176  -0.695
28 C 4.56239 -1.33014 -1.69724  -0.237
29 C -5.33549 0.67921 -1.23058  -0.695
30 C -6.52432 -0.01326 -1.34360  -0.594
31 H -8.81164 -1.30994 -1.18521  0.359
32 H -7.88058 -2.80646 -1.26105  0.285
33 H -8.42114 -2.19489 0.29832  0.356
34 H -5.98334 -2.38634 0.98689  0.381
35 H -3.88230 -1.17481 1.20452  0.422
36 H -2.10721 -0.62726 0.35946  0.175
37 H -0.99617 2.72703 -0.37129  0.641
38 H 0.71745 4.31655 0.91240  0.519
39 H 3.03050 5.14732 0.77306  0.394
40 H 4.77255 3.78913 -0.33291  0.414
41 H 4.16937 1.59703 -1.33249  0.494
42 H 1.48595 1.00430 1.60252  0.249
43 H 1.50605 -1.84906 2.34913  0.381
44 H 2.24929 -0.53719 3.29943  0.416
45 H 3.78902 -0.14200 1.26144  0.219
46 H 4.09407 -1.59082 2.22339  0.465
47 H 2.37222 -1.59886 -0.30521  0.298
48 H 2.96754 -3.00790 0.58883  0.277
49 H 5.74487 -3.08487 0.69816  0.371
50 H 7.47863 -2.42725 -1.33633  0.405
51 H 3.76847 -0.82068 -2.20521  0.576
52 H -5.14317 1.55281 -1.83499  0.423
53 H -7.27203 0.31801 -2.04963  0.329

Results
- DFT total energy (eV) = -36998.424
- orbital gap (eV) = 8.66
- charge = 0
- molar mass (g/mol) = 406.5
- SMILES = Cc1ccc(C(=O)N/C(=C/c2ccccc2F)C(=O)NCCCn2ccnc2)cc1
- energy above the lowest of the compared OMol25 structures with the same formula, charge and spin (kJ/mol) = 0.0
- HOMO energy (eV) = -8.566
- F_max (eV/A) = 0.704